Computed, not measured: a 2-piece molecular cluster, C4H8N2O overall, with the ωB97M-V functional and the def2-TZVPD basis.

Summary:
LUMO energy = 0.25 eV
Kohn-Sham gap = 9.17 eV
electronic energy = -341.813298 Eh

Cartesian coordinates (Å):
C (-2.36, 0.11, 0.18)
N (-1.08, -0.25, -0.41)
C (0.27, -0.26, 0.52)
N (0.33, -0.29, 1.80)
C (1.29, -0.28, -0.60)
O (1.10, -0.82, -1.67)
C (2.49, 0.47, -0.30)
H (-2.98, 0.59, -0.58)
H (-2.31, 0.82, 1.03)
H (-2.95, -0.74, 0.55)
H (-1.12, -0.15, -1.45)
H (-0.93, -0.95, 1.58)
H (3.05, -0.19, 0.36)
H (3.00, 0.55, -1.26)
H (2.20, 1.37, 0.26)

Computed, not measured: C4H8N2O as an isolated structure, with the ωB97M-V functional and the def2-TZVPD basis.

Summary:
LUMO energy = 0.79 eV
Kohn-Sham gap = 10.43 eV
electronic energy = -341.931189 Eh

Cartesian coordinates (Å):
C (1.63, 0.05, 0.55)
C (0.67, -0.29, -0.57)
O (0.05, -1.58, -0.32)
C (-1.15, -1.00, 0.06)
N (-2.14, -1.58, 0.56)
C (-0.72, 0.39, -0.51)
N (-0.88, 1.68, 0.09)
H (1.13, 0.03, 1.53)
H (2.09, 1.03, 0.41)
H (2.44, -0.69, 0.57)
H (1.16, -0.26, -1.54)
H (-1.97, -2.59, 0.66)
H (-1.15, 0.41, -1.52)
H (-1.09, 2.40, -0.60)
H (-0.07, 1.99, 0.62)

Computed, not measured: a 2-piece molecular cluster, C4H8N2O overall, with the ωB97M-V functional and the def2-TZVPD basis.

Summary:
SMILES = CNC#N.CC=O
LUMO energy = -0.50 eV
Kohn-Sham gap = 8.55 eV
electronic energy = -341.842698 Eh

Cartesian coordinates (Å):
C (-0.12, -1.24, -0.72)
C (0.72, 1.20, 2.15)
C (-0.89, -1.15, -2.01)
N (-0.02, 0.86, 0.96)
O (-0.71, -1.24, 0.43)
C (0.57, 0.75, -0.30)
N (1.12, 1.33, -1.16)
H (-1.03, 0.79, 1.04)
H (0.78, -1.87, -0.80)
H (1.77, 1.37, 1.91)
H (0.33, 2.13, 2.58)
H (0.67, 0.43, 2.92)
H (-1.83, -0.62, -1.87)
H (-0.28, -0.58, -2.71)
H (-1.05, -2.14, -2.44)

Computed, not measured: a 2-piece molecular cluster, C4H8N2O overall, with the ωB97M-V functional and the def2-TZVPD basis.

Summary:
LUMO energy = 0.83 eV
Kohn-Sham gap = 9.72 eV
electronic energy = -341.864947 Eh

Cartesian coordinates (Å):
C (-1.58, 0.17, 0.75)
C (1.50, -0.95, 1.20)
C (2.99, -0.94, 0.72)
N (1.81, -0.71, -0.03)
C (-1.18, 0.83, -0.55)
O (-0.07, 1.30, -0.76)
N (-2.14, 0.84, -1.52)
H (-1.23, -0.87, 0.75)
H (-1.05, 0.66, 1.57)
H (-2.65, 0.19, 0.93)
H (3.61, -0.09, 1.00)
H (3.51, -1.89, 0.57)
H (1.42, -0.21, -0.83)
H (-3.04, 0.42, -1.39)
H (-1.90, 1.25, -2.41)

Computed, not measured: one molecule with the formula C4H8N2O, with the ωB97M-V functional and the def2-TZVPD basis.

Summary:
SMILES = C[C@]12[C@H](O)[C@H]1N2N
LUMO energy = 0.87 eV
Kohn-Sham gap = 9.09 eV
electronic energy = -341.808084 Eh

Cartesian coordinates (Å):
C (-2.05, -0.11, 0.00)
C (-0.57, 0.03, 0.00)
N (1.57, 1.66, -0.36)
C (0.54, -0.89, -0.30)
C (0.50, 0.02, 0.98)
O (0.33, -2.26, -0.19)
N (0.44, 1.33, 0.41)
H (0.69, -2.69, -0.97)
H (2.43, 1.60, 0.19)
H (1.44, 2.58, -0.76)
H (1.31, -0.60, -1.01)
H (0.65, -0.24, 2.01)
H (-2.50, 0.70, 0.58)
H (-2.34, -1.06, 0.45)
H (-2.44, -0.08, -1.02)

Computed, not measured: one molecule with the formula C4H8N2O, with the ωB97M-V functional and the def2-TZVPD basis.

Summary:
SMILES = [H]/N=C/C(C)=C/NO
LUMO energy = 1.01 eV
Kohn-Sham gap = 9.71 eV
electronic energy = -341.763827 Eh

Cartesian coordinates (Å):
C (-1.11, -1.18, 0.34)
N (-0.78, 1.00, -1.77)
C (-0.03, -0.21, 0.18)
C (0.30, 0.89, -0.35)
C (1.28, -0.29, 1.52)
O (-0.21, 1.88, -2.72)
N (1.09, -1.21, 2.35)
H (0.11, 1.30, -3.43)
H (-1.58, 1.51, -1.38)
H (1.81, -1.35, 3.06)
H (1.08, 1.62, -0.43)
H (2.17, 0.35, 1.46)
H (-0.89, -1.77, 1.23)
H (-1.17, -1.84, -0.52)
H (-2.07, -0.68, 0.47)

Computed, not measured: C4H8N2O as an isolated structure, with the ωB97M-V functional and the def2-TZVPD basis.

Summary:
LUMO energy = 0.95 eV
Kohn-Sham gap = 10.44 eV
electronic energy = -341.905572 Eh

Cartesian coordinates (Å):
C (1.83, -0.23, 0.43)
C (0.80, -0.34, -0.69)
O (0.01, -1.52, -0.38)
C (-0.93, -0.68, 0.20)
N (-1.43, -0.71, 1.35)
C (-0.71, 0.47, -0.70)
N (-1.26, 1.75, -0.35)
H (1.33, -0.15, 1.40)
H (2.52, 0.61, 0.30)
H (2.43, -1.15, 0.46)
H (1.27, -0.41, -1.68)
H (-1.21, -1.59, 1.81)
H (-0.96, 0.26, -1.74)
H (-2.02, 1.99, -0.99)
H (-1.68, 1.72, 0.58)

Computed, not measured: one molecule with the formula C4H8N2O, with the ωB97M-V functional and the def2-TZVPD basis.

Summary:
SMILES = N#C[C@@H](N)CCO
LUMO energy = 0.60 eV
Kohn-Sham gap = 10.30 eV
electronic energy = -341.921470 Eh

Cartesian coordinates (Å):
N (-0.05, 1.54, 0.61)
C (0.15, 0.13, 0.94)
C (0.72, -0.39, -0.40)
C (-0.38, -0.94, -1.30)
O (-1.34, 0.11, -1.46)
C (1.12, -0.01, 2.03)
N (1.87, -0.09, 2.91)
H (-0.90, 1.61, 0.05)
H (0.02, 2.21, 1.36)
H (-0.78, -0.38, 1.24)
H (1.52, -1.14, -0.30)
H (1.01, 0.68, -0.67)
H (-0.88, -1.82, -0.86)
H (0.03, -1.25, -2.27)
H (-2.12, -0.26, -1.88)

- What is the electronic energy in the third record?
  -341.842698 Eh